a) Computed, not measured: the molecule C3H5NO3, with wB97M-V/def2-TZVPD.

Each line ends with the natural charge from an NBO analysis.
CARTESIAN COORDINATES (ANGSTROEM)
O -2.0919 -0.5158 0.7662  -0.48
C -0.9466 -0.4829 0.6296  0.72
C 0.3268 -1.3141 0.5635  -0.55
C 1.1498 -0.0558 0.1739  -0.26
N -0.0306 0.8646 0.3838  -0.19
O -0.3932 1.8922 -0.3808  -0.13
O -0.9073 1.5242 -1.7412  -0.49
H 0.6550 -1.8791 1.4797  0.25
H 0.2151 -1.9204 -0.3368  0.25
H 2.0531 0.2305 0.9271  0.20
H 1.7124 -0.1880 -0.8680  0.22
H -1.7427 1.8447 -1.5969  0.45

Its HOMO-LUMO gap is 10.344 eV. As for the SMILES: O=C1CCN1OO. For the HOMO energy, the calculation gives -9.58 eV. The LUMO energy comes out at 0.77 eV.


b) Computed, not measured: the molecule C3H5NO3, with wB97M-V/def2-TZVPD.

Each line ends with the natural charge from an NBO analysis.
CARTESIAN COORDINATES (ANGSTROEM)
C 0.8111 -0.2085 -1.2119  0.22
O 1.3535 0.7797 -0.3690  -0.52
C 0.4345 0.9379 0.7049  -0.12
C -0.7142 0.0273 0.3091  0.54
N -1.0908 -1.0946 1.1062  -0.33
O -1.9631 0.0878 0.8267  -0.35
O -0.5913 -0.1388 -1.0590  -0.50
H 1.1522 -1.2103 -0.9035  0.14
H 1.0715 -0.0116 -2.2515  0.19
H 0.1012 1.9795 0.7531  0.20
H 0.8706 0.6399 1.6628  0.20
H -1.4353 -1.7883 0.4322  0.34

Its HOMO-LUMO gap is 11.263 eV. As for the SMILES: C1OC[C@]2(NO2)O1. For the HOMO energy, the calculation gives -10.36 eV. The LUMO energy comes out at 0.91 eV.


c) Computed, not measured: the molecule C3H5NO3, with wB97M-V/def2-TZVPD.

Each line ends with the natural charge from an NBO analysis.
CARTESIAN COORDINATES (ANGSTROEM)
N -0.1443 -0.1607 1.6082  -0.87
C -0.7672 -0.7351 0.4942  0.67
O -1.4257 -1.7490 0.5352  -0.55
C -0.8222 0.1244 -0.7634  -0.19
O 0.1381 1.1759 -0.8615  -0.48
C 1.4090 0.7805 -0.9058  0.64
O 1.7740 -0.3662 -0.8362  -0.59
H 0.8583 -0.2724 1.6320  0.40
H -0.5068 -0.5717 2.4499  0.39
H -0.7920 -0.5234 -1.6403  0.22
H -1.7863 0.6396 -0.7259  0.23
H 2.0650 1.6583 -0.9865  0.13

Its HOMO-LUMO gap is 11.031 eV. As for the SMILES: NC(=O)COC=O. For the HOMO energy, the calculation gives -10.23 eV. The LUMO energy comes out at 0.80 eV.


On energetic grounds, c) is preferred over the next structure by 72.5 kcal/mol.


a) Computed, not measured: the molecule C5H8, with wB97M-V/def2-TZVPD.

Each line ends with the natural charge from an NBO analysis.
CARTESIAN COORDINATES (ANGSTROEM)
C 2.1487 0.5362 0.0086  -0.41
C 1.2305 -0.2892 -0.4250  -0.16
C -0.0037 -0.6562 0.5384  -0.50
C -1.3711 -0.4549 -0.1151  -0.19
C -2.0229 0.8307 -0.0837  -0.47
H 3.0259 0.8021 -0.6579  0.20
H 2.1545 1.0347 0.9889  0.20
H 1.2331 -0.8309 -1.3651  0.20
H 0.1418 0.0457 1.4623  0.21
H 0.1229 -1.7317 0.8639  0.22
H -1.8478 -1.5544 -0.5911  0.22
H -3.0720 0.5198 -0.5732  0.22
H -1.6468 1.9147 0.3322  0.25

Its HOMO-LUMO gap is 10.428 eV. As for the SMILES: C=CCC=C. For the HOMO energy, the calculation gives -9.22 eV. The LUMO energy comes out at 1.21 eV.


b) Computed, not measured: a structure of composition C5H8, with wB97M-V/def2-TZVPD.

Each line ends with the natural charge from an NBO analysis.
CARTESIAN COORDINATES (ANGSTROEM)
C -0.2580 -0.5381 0.9445  -0.42
C -1.3092 -0.1435 -0.1169  -0.52
C -0.3457 1.0956 -1.4234  -0.12
C 0.8396 0.7324 -0.9277  -0.40
C 1.1050 -0.1500 0.2701  -0.44
H -0.3005 -1.6106 1.1588  0.22
H -0.3602 -0.0063 1.8975  0.21
H -1.2023 -0.8136 -0.9740  0.26
H -2.3780 0.0817 -0.0153  0.25
H -0.8961 0.9372 -0.1615  0.27
H 1.6746 1.0910 -1.5186  0.24
H 1.6316 -1.0443 -0.0796  0.22
H 1.7991 0.3686 0.9460  0.22

Its HOMO-LUMO gap is 10.141 eV. For the HOMO energy, the calculation gives -9.17 eV. The LUMO energy comes out at 0.98 eV.


c) Computed, not measured: the molecule C5H8, with wB97M-V/def2-TZVPD.

Each line ends with the natural charge from an NBO analysis.
CARTESIAN COORDINATES (ANGSTROEM)
C -0.1049 -2.2024 0.7131  -0.42
C -0.4906 -1.1327 0.0198  -0.13
C -0.4304 0.2951 0.5273  -0.50
C -0.1531 1.3032 -0.5284  -0.17
C 1.0825 1.7750 -0.8228  -0.40
H -0.0863 -3.2027 0.3047  0.21
H 0.6518 -1.9921 1.4610  0.20
H -0.9746 -1.0397 -0.9568  0.20
H -1.4195 0.5087 0.9605  0.22
H 0.2394 0.4514 1.3848  0.21
H -0.8814 1.6566 -1.2664  0.19
H 1.3805 2.0555 -1.8195  0.21
H 1.7384 1.6421 0.0376  0.19

Its HOMO-LUMO gap is 10.677 eV. As for the SMILES: C=CCC=C. For the HOMO energy, the calculation gives -9.44 eV. The LUMO energy comes out at 1.24 eV.


d) Computed, not measured: the molecule C5H8, with wB97M-V/def2-TZVPD.

Each line ends with the natural charge from an NBO analysis.
CARTESIAN COORDINATES (ANGSTROEM)
C 2.1286 -0.7046 0.3537  -0.28
C 1.0751 -0.1796 0.6050  0.01
C -0.3003 0.2336 0.3818  -0.30
C -0.3161 1.5714 -0.4343  -0.60
C -0.7873 -1.1625 -0.1999  -0.58
H 2.8136 -1.4109 -0.0465  0.23
H -0.9107 0.3875 1.2767  0.23
H 0.6707 2.0521 -0.4028  0.23
H -0.5613 1.4116 -1.4854  0.21
H -1.0241 2.3101 -0.0334  0.21
H -1.0181 -1.8192 0.6527  0.21
H -0.0192 -1.7133 -0.7653  0.22
H -1.6609 -1.0478 -0.8314  0.20

Its HOMO-LUMO gap is 10.710 eV. As for the SMILES: C#CC(C)C. For the HOMO energy, the calculation gives -9.58 eV. The LUMO energy comes out at 1.13 eV.


On energetic grounds, c) is preferred over the next structure by 8.7 kcal/mol.


a) Computed, not measured: the molecule C5H8, with wB97M-V/def2-TZVPD.

Each line ends with the natural charge from an NBO analysis.
CARTESIAN COORDINATES (ANGSTROEM)
C 1.9514 0.3555 0.1488  -0.40
C 1.0934 -0.6038 -0.1717  -0.17
C -0.3333 -0.4216 -0.5516  -0.28
C -1.3845 -0.4480 0.5291  -0.40
C -1.0913 0.8284 -0.2025  -0.42
H 1.6934 1.4050 0.1446  0.19
H 2.9775 0.1151 0.4279  0.20
H 1.4604 -1.6297 -0.1631  0.20
H -0.6243 -0.8951 -1.4824  0.22
H -1.0227 -0.5438 1.5533  0.22
H -2.3189 -0.9771 0.3331  0.21
H -1.8371 1.1955 -0.9014  0.22
H -0.5642 1.6197 0.3358  0.21

Its HOMO-LUMO gap is 10.747 eV. As for the SMILES: C=CC1CC1. For the HOMO energy, the calculation gives -9.42 eV. The LUMO energy comes out at 1.33 eV.


b) Computed, not measured: a structure of composition C5H8, with wB97M-V/def2-TZVPD.

Each line ends with the natural charge from an NBO analysis.
CARTESIAN COORDINATES (ANGSTROEM)
C -0.4675 -0.8231 0.5742  -0.43
C 0.1208 0.6119 1.1376  -0.56
C 0.9063 1.3896 -0.2179  -0.27
C 0.4391 0.6134 -1.2285  -0.29
C -0.4178 -0.6343 -0.9718  -0.47
H -1.4776 -0.9174 0.9637  0.23
H 0.1165 -1.7031 0.8843  0.22
H -0.7408 1.2707 1.1943  0.27
H 0.7349 0.7035 2.0420  0.24
H 0.9007 0.2237 0.3471  0.39
H 0.6305 0.9016 -2.2622  0.22
H -1.4221 -0.4693 -1.3810  0.22
H 0.0010 -1.4999 -1.5040  0.22

Its HOMO-LUMO gap is 9.321 eV. For the HOMO energy, the calculation gives -8.46 eV. The LUMO energy comes out at 0.86 eV.


On energetic grounds, a) is preferred over the next structure by 94.0 kcal/mol.


a) Computed, not measured: a structure of composition C5H8, with wB97M-V/def2-TZVPD.

Each line ends with the natural charge from an NBO analysis.
CARTESIAN COORDINATES (ANGSTROEM)
C -1.0716 -0.7635 -1.1320  -0.26
C 0.2622 -0.7542 -0.5665  -0.28
C 0.9914 0.6010 -0.5484  -0.41
C 0.1749 1.0165 0.6976  -0.39
C -0.6186 -0.3044 0.6734  -0.39
H -1.6622 -0.1156 0.3138  0.29
H -1.4776 -1.7712 -0.9044  0.14
H 0.8383 -1.6723 -0.4297  0.22
H 0.8019 1.1936 -1.4465  0.22
H 2.0677 0.5405 -0.3670  0.21
H 0.7822 1.1138 1.6005  0.21
H -0.4479 1.9080 0.5923  0.21
H -0.6406 -0.9923 1.5170  0.23

Its HOMO-LUMO gap is 9.388 eV. For the HOMO energy, the calculation gives -8.26 eV. The LUMO energy comes out at 1.13 eV.


b) Computed, not measured: the molecule C5H8, with wB97M-V/def2-TZVPD.

Each line ends with the natural charge from an NBO analysis.
CARTESIAN COORDINATES (ANGSTROEM)
C -0.0508 -1.0507 0.7862  -0.40
C -1.0110 -0.1090 0.0258  -0.36
C 0.0607 1.9325 -0.7500  -0.01
C 0.2711 0.4909 -0.7058  -0.41
C 1.1341 -0.1441 0.4030  -0.40
H 0.0108 -2.0287 0.2976  0.20
H -0.2534 -1.2036 1.8502  0.21
H -1.7634 -0.5555 -0.6291  0.22
H -1.4960 0.6121 0.6928  0.22
H -0.6818 2.0941 -1.5638  0.09
H 0.3685 -0.0115 -1.6773  0.22
H 2.0640 -0.6312 0.0978  0.21
H 1.3473 0.6047 1.1725  0.22

Its HOMO-LUMO gap is 8.458 eV. For the HOMO energy, the calculation gives -8.55 eV. The LUMO energy comes out at -0.09 eV.


c) Computed, not measured: the molecule C5H8, with wB97M-V/def2-TZVPD.

Each line ends with the natural charge from an NBO analysis.
CARTESIAN COORDINATES (ANGSTROEM)
C 0.6584 0.8247 -0.8857  -0.26
C -0.6110 0.5155 -1.2189  -0.18
C -1.1598 -0.4629 -0.1579  -0.44
C 0.0171 -0.7148 0.8624  -0.41
C 0.9843 0.4433 0.5829  -0.43
H 1.6992 0.5871 -1.1251  0.25
H -1.2446 0.7698 -2.0930  0.22
H -2.0559 -0.0872 0.3689  0.20
H -1.4214 -1.4061 -0.6946  0.22
H -0.3379 -0.6677 1.9000  0.21
H 0.5095 -1.6999 0.7209  0.21
H 0.7190 1.3548 1.1291  0.21
H 2.0869 0.3172 0.7602  0.20

Its HOMO-LUMO gap is 9.752 eV. As for the SMILES: C1=CCCC1. For the HOMO energy, the calculation gives -8.67 eV. The LUMO energy comes out at 1.08 eV.


d) Computed, not measured: the molecule C5H8, with wB97M-V/def2-TZVPD.

Each line ends with the natural charge from an NBO analysis.
CARTESIAN COORDINATES (ANGSTROEM)
C -0.4599 1.1012 -0.6726  -0.20
C 0.8623 0.9900 -0.5788  -0.19
C 1.2001 -0.3016 0.1420  -0.43
C -0.1445 -0.8170 0.6908  -0.40
C -1.2264 -0.1371 -0.1319  -0.43
H -1.2660 1.7420 -0.8710  0.22
H 1.6648 1.6695 -0.8831  0.22
H 1.6664 -1.0406 -0.5196  0.20
H 1.9096 -0.1056 0.9526  0.21
H -0.2269 -1.9006 0.6562  0.21
H -0.2601 -0.4971 1.7314  0.20
H -1.5788 -0.7226 -0.9966  0.20
H -2.1406 0.0195 0.4807  0.21

Its HOMO-LUMO gap is 10.386 eV. As for the SMILES: C1=CCCC1. For the HOMO energy, the calculation gives -9.16 eV. The LUMO energy comes out at 1.23 eV.


On energetic grounds, d) is preferred over the next structure by 33.9 kcal/mol.